No. 1
Molecular formula: C26H24CoN2OS6
Method: DFT, ωB97M-V with the def2-TZVPD basis set

ORCA input file:
```
! RIJCOSX wB97M-V def2-TZVPD def2/J DEFGRID3
* xyz -1 5
S 6.05 10.54 12.31
H 6.86 4.49 11.65
C 10.06 9.39 9.09
Co 8.21 9.95 11.65
N 9.63 9.12 13.07
H 5.01 3.86 12.80
H 12.18 11.16 6.36
C 6.75 9.02 9.36
C 6.32 12.20 12.66
H 10.70 9.28 5.74
C 10.73 9.64 6.78
H 4.20 5.13 13.66
C 11.52 10.67 7.11
H 12.36 11.89 8.61
C 5.74 8.17 9.05
C 7.83 8.58 10.24
H 9.40 8.13 7.43
H 5.27 4.07 14.58
S 5.06 13.06 13.44
H 11.03 10.78 10.35
S 5.13 16.00 14.15
H 9.13 10.53 14.52
H 10.09 9.23 16.41
C 7.44 12.95 12.42
C 4.73 8.46 8.15
H 5.75 7.16 9.44
C 10.67 7.54 15.12
C 7.31 4.97 12.52
H 7.58 10.93 9.05
H 7.93 5.84 12.21
C 11.62 11.13 8.40
H 11.20 6.98 15.93
H 4.72 7.95 14.08
C 5.69 10.60 7.92
H 5.73 11.59 7.39
C 6.73 10.28 8.77
S 10.21 7.50 11.05
C 5.87 14.64 13.54
C 10.76 7.13 13.80
N 6.28 5.42 13.41
S 7.50 14.55 13.09
C 4.71 9.70 7.61
C 9.93 9.01 7.76
H 3.97 7.70 7.87
O 7.47 7.26 13.83
C 5.11 4.57 13.65
C 5.26 7.26 14.72
H 5.60 7.86 15.59
S 8.86 12.29 11.60
C 10.89 10.49 9.37
H 7.89 4.19 12.99
C 6.43 6.64 13.95
C 10.08 8.81 15.43
H 7.57 7.59 10.73
H 4.48 6.59 15.01
C 10.21 7.95 12.76
H 11.33 6.27 13.55
C 9.57 9.52 14.37
H 3.95 10.01 6.95
C 9.24 8.67 10.15
*
```

Output
- HOMO (spin up / spin down) (eV) = -2.566 / -3.772
- frontier orbital gap (spin up / spin down) (Ha) = 0.1792 / 0.2206
- lowest unoccupied orbital energy (spin up / spin down) (eV) = 2.3100 / 2.2311

---

No. 2
Molecular formula: C26H24IN2O4PdS2
Method: DFT, ωB97M-V with the def2-TZVPD basis set

ORCA input file:
```
! RIJCOSX wB97M-V def2-TZVPD def2/J DEFGRID3
* xyz 1 1
H -3.60 2.61 -1.17
C -1.37 -0.50 4.48
C 2.83 -3.14 4.78
O -2.63 -0.34 0.29
H -1.64 -2.62 1.37
N -0.62 -0.31 2.20
C -0.54 1.28 -1.88
C -4.73 0.39 0.95
H -0.15 -0.15 -3.45
C -2.98 0.08 2.61
C -1.63 -3.33 0.54
C -0.92 0.42 -2.93
H -0.52 -4.76 -1.56
C -2.23 0.33 -3.30
H 3.40 -2.48 1.52
S 1.57 0.19 0.35
H -6.63 1.00 1.67
C -5.61 0.74 1.93
C -3.40 0.06 1.26
O -0.57 1.99 0.90
H -1.48 -4.35 0.90
H 1.06 -3.20 1.91
O -0.45 -1.75 -0.80
H -5.91 1.06 4.05
H 2.20 -3.97 6.66
H 0.77 -3.57 -1.97
H -4.23 1.07 -3.00
H 0.03 -4.76 5.78
H 4.50 -2.30 2.88
C 0.16 -3.99 -1.17
Pd -0.70 0.17 0.28
H 3.78 -2.79 5.18
C -1.53 2.06 -1.24
C -5.21 0.77 3.28
H -3.62 0.47 4.64
H -0.54 -4.39 3.40
H 0.79 -4.48 -0.43
C -2.85 2.00 -1.67
O -1.34 3.97 0.21
H -2.12 -1.19 4.86
C 1.30 -3.37 2.96
H -2.62 -3.26 0.07
C 0.72 -4.24 5.12
I -2.81 -1.01 -4.78
S 3.28 -0.34 2.65
C -3.20 1.13 -2.68
C 2.52 -2.92 3.45
C 3.47 -2.17 2.56
C -0.62 -2.93 -0.48
C -1.63 -0.24 3.01
N 0.63 -0.44 2.78
C -1.15 2.81 -0.01
H -0.38 -0.90 4.65
C 1.94 -3.80 5.62
C 0.40 -4.03 3.79
C -3.92 0.44 3.60
H 0.50 1.51 -1.73
C 1.63 -0.22 2.02
H -1.46 0.44 5.02
H -5.03 0.33 -0.09
*
```

Output
- HOMO (eV) = -11.238
- frontier orbital gap (Ha) = 0.2148
- lowest unoccupied orbital energy (eV) = -5.3923

---

No. 3
Molecular formula: C26H25Br2F6KN2OPS4Te
Method: DFT, ωB97M-V with the def2-TZVPD basis set

ORCA input file:
```
! RIJCOSX wB97M-V def2-TZVPD def2/J DEFGRID3
* xyz -2 2
C 5.98 -0.27 1.70
H 6.66 -0.34 0.86
F -3.64 -2.49 -0.83
H 4.27 0.09 0.45
H -3.32 5.34 -2.58
C 4.22 -0.07 3.83
H 0.17 -3.07 -3.81
C 1.69 -3.92 -1.55
C 4.63 -0.02 1.47
Br 2.79 2.85 -0.99
H 1.52 5.31 -2.05
C -1.68 4.07 -1.90
H -3.50 1.78 5.44
C -0.02 2.39 -1.06
C -1.59 0.95 4.95
H 2.19 -4.87 -1.34
H -2.03 -3.97 -1.86
N -0.95 1.06 2.65
F -2.62 -2.63 1.22
C 5.57 -0.33 4.06
Te 1.73 0.53 2.00
F -4.44 -1.27 0.93
O 0.25 1.23 -0.56
S 0.04 -3.94 -0.81
C -3.05 4.37 -2.17
H 0.31 -0.23 -4.41
C -3.63 2.17 -1.37
F -3.81 -4.41 0.41
C 2.57 -2.78 -1.03
H 5.93 -0.45 5.07
H -5.07 3.57 -2.09
C 0.31 -0.38 -3.33
H 1.90 -1.86 -3.39
H 7.51 -0.63 3.17
C 6.46 -0.43 2.99
C -0.83 -3.02 -3.38
Br -0.92 6.70 -2.84
K -1.49 -0.50 0.15
C 1.68 -0.90 -2.91
P -4.15 -2.85 0.68
S 0.87 -0.05 4.21
H -4.38 1.41 -1.16
C -2.78 1.59 4.65
C -1.38 2.78 -1.36
C -0.60 4.94 -2.13
C -3.03 1.99 3.35
C -2.09 1.71 2.38
S 1.86 -1.12 -1.11
C 3.73 0.08 2.53
H -3.95 2.51 3.08
H 3.55 0.02 4.67
H 3.54 -2.81 -1.53
H 2.43 -0.18 -3.24
N -2.35 1.84 -1.09
H -1.35 0.64 5.96
H -2.23 1.99 1.33
H -0.93 -5.06 -2.71
C -4.02 3.39 -1.89
C 0.97 3.35 -1.34
H 0.12 0.58 -2.85
H -1.53 -3.27 -4.18
S -1.16 -1.32 -2.85
C 0.71 4.61 -1.86
F -5.65 -3.06 0.14
F -4.62 -3.20 2.18
C -1.02 -4.06 -2.28
H 1.59 -3.85 -2.63
C -0.69 0.71 3.91
H 2.75 -2.92 0.04
*
```

Output
- HOMO (spin up / spin down) (eV) = 1.061 / -1.192
- frontier orbital gap (spin up / spin down) (Ha) = 0.0977 / 0.1804
- lowest unoccupied orbital energy (spin up / spin down) (eV) = 3.7196 / 3.7172

---

No. 4
Molecular formula: C26H25Cl2N11O3PSSeTc
Method: DFT, ωB97M-V with the def2-TZVPD basis set

ORCA input file:
```
! RIJCOSX wB97M-V def2-TZVPD def2/J DEFGRID3
* xyz 1 4
H 6.15 -1.06 0.31
H -1.33 -0.11 5.63
N -1.99 0.70 3.83
C 3.04 0.17 0.81
O -2.65 -1.06 0.11
H -2.48 -0.57 2.24
N 0.00 -1.97 -0.03
C 0.71 1.11 4.50
C 5.09 -2.20 -1.94
H -5.87 -0.93 -1.60
C 4.39 -0.05 1.04
H -2.02 2.78 3.57
N 2.38 -0.37 -0.22
C 0.40 -1.50 -3.49
N 6.35 -2.59 -1.91
C -0.42 -3.09 -0.04
C -3.84 4.19 0.05
C -1.69 0.89 -2.71
H -3.10 1.84 -4.06
S 6.59 -3.48 -3.23
H -3.60 5.09 0.61
C 3.08 -1.10 -1.11
C 0.18 2.12 2.36
N 3.32 1.59 -2.68
C 4.43 -1.38 -0.93
Se 0.95 2.32 -1.01
H -0.62 -1.15 -3.57
C 2.25 -2.71 -4.39
H 1.24 2.30 2.14
N 1.09 -1.10 -2.43
H 0.62 1.29 5.57
H 4.87 0.42 1.89
H -4.88 -1.54 -0.26
N -0.04 2.15 3.80
C 5.09 -0.85 0.17
C 4.38 -2.66 -3.07
H 1.54 -0.71 2.68
H -1.58 2.22 5.19
P -0.36 0.49 1.66
Cl -2.35 3.26 -0.18
H -5.10 0.89 -2.88
Tc 0.29 -0.13 -0.65
H -0.38 2.92 1.88
C 0.46 -0.66 2.86
C 0.94 -2.30 -4.49
H -1.60 -1.29 4.33
C 2.99 -2.31 -3.27
C -2.73 -0.38 -0.90
N 5.12 -3.40 -3.88
O -0.67 1.17 -3.32
C -4.08 0.71 -2.55
H 2.47 0.82 1.45
C 2.39 1.89 -2.07
C -2.07 0.42 2.42
C -5.16 -0.65 -0.83
H 0.33 -2.58 -5.33
C -1.46 2.03 4.12
Cl -5.05 3.27 0.95
N -1.60 0.15 -1.52
H -2.71 1.14 1.91
H -5.61 0.08 -0.16
C -1.21 -0.30 4.56
C 2.37 -1.53 -2.30
H 1.76 1.17 4.22
O -0.80 -4.20 -0.03
H 0.07 -1.67 2.69
H -4.24 4.43 -0.93
H 2.72 -3.32 -5.15
N -3.96 -0.10 -1.46
C -3.02 1.23 -3.18
N 0.21 -0.25 4.23
*
```

Output
- HOMO (spin up / spin down) (eV) = -11.136 / -11.120
- frontier orbital gap (spin up / spin down) (Ha) = 0.2759 / 0.2303
- lowest unoccupied orbital energy (spin up / spin down) (eV) = -3.6290 / -4.8541

---

The records above give, respectively, ΔE to the lowest compared entry with this formula, charge and spin values of 142.12, 28.08, 1.37, 1.93 kJ/mol.